Molecular formula: C67H197N27O34
Method: DFT, the ωB97M-V functional and the def2-TZVPD basis

XYZ file:
```
325
Properties=species:S:1:pos:R:3:forces:R:3:mulliken_charge:R:1
C 3.349 -2.037 1.850 1.34 0.87 0.09 -0.943
C 3.110 -0.995 0.754 -0.02 -0.86 -0.05 1.452
O 3.210 0.295 1.329 -0.37 0.63 -0.84 0.146
H 4.344 -1.758 2.332 -1.16 -0.56 -0.51 0.464
H 3.435 -3.066 1.427 -0.29 0.76 0.48 0.175
H 2.581 -1.893 2.615 0.05 -0.56 -0.01 -0.051
H 2.104 -1.152 0.314 0.34 0.09 0.04 -0.672
H 3.875 -1.143 -0.027 -0.20 0.16 -0.07 -0.083
H 2.902 0.929 0.637 0.34 -0.39 0.74 -0.380
C 6.604 1.809 3.378 1.21 -1.24 0.63 -1.528
C 6.548 2.344 2.018 -0.94 0.39 -1.99 0.319
O 6.890 1.378 0.999 0.61 0.14 0.10 -0.349
H 6.268 2.551 4.084 -0.17 0.23 0.26 0.418
H 7.689 1.620 3.563 -0.80 -0.19 0.30 0.398
H 6.035 0.892 3.501 -0.08 -0.11 0.10 0.237
H 7.226 3.175 2.045 0.52 0.61 -0.66 0.367
H 5.565 2.725 1.727 -0.13 0.13 0.34 -0.073
H 7.094 1.848 0.150 -0.47 -0.12 0.96 0.091
C 0.890 2.172 2.912 1.04 0.17 1.33 1.923
C 1.600 2.919 4.118 -0.03 0.09 -1.99 -1.327
O 1.208 4.302 4.315 1.80 -1.07 -0.67 -0.594
H -0.195 2.150 3.013 0.11 -0.01 0.19 0.108
H 1.309 1.140 2.923 -0.48 0.55 -0.16 -0.612
H 1.160 2.621 1.959 0.03 0.18 -0.19 -0.414
H 2.678 2.935 3.879 -0.37 0.18 0.17 0.523
H 1.482 2.314 4.992 -0.32 -0.08 0.75 0.294
H 0.301 4.298 4.536 -1.68 -0.05 0.46 0.358
C 2.682 2.522 -6.057 -0.35 -0.07 0.34 -1.273
C 3.149 1.398 -5.142 -1.15 -1.29 0.04 2.024
O 3.496 0.266 -6.016 0.26 0.61 0.33 -0.722
H 2.378 3.448 -5.504 0.42 -0.80 -0.26 -0.031
H 1.767 2.158 -6.604 1.19 0.46 0.14 0.364
H 3.556 2.742 -6.685 -0.75 0.22 -0.37 0.390
H 2.277 1.045 -4.540 0.76 0.41 -0.06 -0.617
H 3.994 1.666 -4.481 -0.33 -0.11 -0.42 -0.394
H 3.408 -0.591 -5.568 -0.01 0.59 0.21 0.204
C -6.781 2.446 0.780 -0.81 1.63 -0.90 -0.970
C -6.123 1.893 -0.469 -0.27 -0.39 0.09 0.222
O -4.830 1.476 -0.041 0.81 -0.70 -1.13 0.618
H -6.138 3.265 1.155 -0.14 -0.46 -0.04 -0.208
H -6.942 1.737 1.568 -0.09 -0.53 0.28 0.262
H -7.741 2.957 0.506 0.57 -0.63 0.31 0.448
H -5.973 2.705 -1.171 -0.22 0.26 -0.37 -0.069
H -6.703 1.072 -1.016 0.70 0.86 0.93 0.202
H -4.284 1.383 -0.872 -0.41 0.04 0.66 -0.728
C 0.625 -1.721 -3.941 0.74 0.33 0.80 -0.312
C 0.255 -1.548 -2.427 0.16 -0.80 -2.58 2.724
O -0.677 -0.520 -2.331 0.29 0.69 1.05 1.541
H 1.449 -0.978 -4.146 -0.94 -0.54 -0.20 -0.628
H -0.238 -1.564 -4.622 0.53 -0.21 0.43 0.113
H 1.072 -2.720 -4.004 -0.22 0.16 -0.55 0.053
H 1.245 -1.401 -1.994 -0.19 0.38 0.87 -0.229
H -0.139 -2.524 -2.102 -0.05 0.31 0.37 -2.082
H -0.418 0.133 -1.561 -0.55 -0.34 -0.92 -0.623
C 0.936 -5.063 1.532 1.46 0.03 -0.15 -0.652
C 1.067 -4.470 0.142 0.15 -0.01 1.10 1.287
O -0.166 -4.743 -0.466 -0.35 0.12 -0.97 0.278
H 1.873 -4.715 1.972 -0.03 -0.31 0.77 0.427
H 0.953 -6.158 1.486 -0.14 0.21 0.07 0.226
H 0.099 -4.701 2.118 -0.23 0.11 -0.17 -0.293
H 1.981 -4.911 -0.310 -0.76 0.04 -0.34 0.195
H 1.260 -3.395 0.267 -0.22 0.04 -0.36 -1.053
H -0.156 -4.625 -1.427 0.21 -0.09 -0.03 -0.255
C -0.488 -7.045 -4.646 -1.04 -0.35 -0.41 -0.731
C 0.725 -6.200 -4.499 2.23 0.50 -0.61 -0.325
O 0.616 -5.323 -3.396 -0.56 -0.12 0.70 -0.199
H -0.434 -7.596 -5.602 0.08 -0.05 0.53 0.401
H -1.403 -6.424 -4.738 0.50 -0.28 0.30 -0.018
H -0.595 -7.744 -3.788 -0.05 0.42 -0.60 0.119
H 1.014 -5.623 -5.421 -0.77 -0.26 0.52 0.360
H 1.638 -6.829 -4.369 -0.57 0.00 0.11 0.308
H 1.496 -5.050 -3.083 -0.04 0.15 -0.51 0.413
C -7.241 -0.046 5.405 -0.04 1.56 0.23 -1.321
C -5.835 -0.560 5.144 -0.34 -0.11 -0.73 0.239
O -5.768 -0.962 3.752 0.38 -0.01 0.39 -0.103
H -7.385 0.055 6.477 -0.10 -0.10 0.24 0.425
H -8.011 -0.699 5.017 0.00 -0.33 -0.14 0.272
H -7.451 0.993 4.997 0.54 -1.25 0.17 0.238
H -5.593 -1.430 5.783 -0.13 0.32 -0.28 0.293
H -5.072 0.205 5.282 -0.05 0.05 0.38 -0.014
H -5.037 -0.477 3.362 0.00 0.15 -0.21 -0.316
C 0.158 -8.541 3.205 -1.21 -1.73 0.84 -1.050
C 0.166 -7.815 4.571 -0.53 -0.53 -0.47 -0.417
O 0.005 -6.418 4.451 -0.97 -0.04 0.69 -0.471
H 0.134 -9.653 3.384 0.63 0.87 0.05 0.435
H 0.941 -8.336 2.472 0.02 0.26 0.36 0.298
H -0.830 -8.474 2.735 0.18 0.73 -0.15 0.177
H 1.050 -8.069 5.151 0.32 0.08 -0.01 0.288
H -0.693 -8.078 5.201 0.16 -0.49 -0.40 0.407
H 0.761 -6.082 4.026 1.53 0.87 -0.91 0.029
C -4.120 3.429 3.744 -1.48 0.14 0.35 -1.523
C -3.506 2.578 2.638 1.12 0.56 2.46 1.123
O -3.344 3.350 1.504 -0.11 -0.12 -1.22 2.162
H -5.220 3.604 3.617 0.68 -0.39 -0.24 0.251
H -3.734 4.461 3.799 0.46 -0.65 0.06 0.206
H -4.034 2.896 4.701 0.24 0.38 -0.05 0.339
H -4.065 1.674 2.512 -0.77 -0.49 -0.55 0.062
H -2.537 2.201 3.073 -0.36 0.59 -0.67 -1.106
H -3.693 2.807 0.770 -0.15 0.34 0.05 -1.319
C -7.530 -5.121 2.933 -0.41 1.27 -0.16 -1.069
C -8.242 -3.873 2.437 1.38 1.49 -0.65 -0.122
O -7.266 -2.791 2.264 -0.52 -0.41 -0.20 -0.254
H -6.554 -5.244 2.522 0.46 -0.16 -1.07 0.053
H -8.133 -5.972 2.812 -0.71 -1.38 -0.26 0.463
H -7.302 -5.030 3.962 -0.12 0.22 1.46 0.384
H -9.044 -3.504 3.084 0.06 -0.34 0.24 0.264
H -8.690 -3.927 1.421 0.35 -0.47 0.60 0.179
H -6.684 -2.620 3.026 -0.61 -0.23 -0.11 0.169
C 6.605 2.198 -6.106 0.05 -0.26 -1.16 -0.361
C 7.100 1.099 -7.056 -1.06 0.99 -2.35 -0.205
O 6.143 0.021 -7.150 0.70 0.33 0.24 -0.617
H 6.679 1.785 -5.145 0.02 -0.21 1.67 0.014
H 5.544 2.410 -6.296 0.37 -0.03 -0.14 -0.218
H 7.160 3.139 -6.175 0.04 -0.28 0.00 0.485
H 8.069 0.650 -6.807 -0.11 0.40 0.14 0.265
H 7.169 1.597 -8.118 0.13 -1.10 1.72 0.239
H 5.371 0.216 -6.591 -0.02 -0.04 -0.21 0.456
C -2.737 -3.692 3.843 0.49 0.51 -0.31 0.535
O -2.022 -2.960 4.529 -0.22 0.56 0.84 -0.474
N -2.291 -4.868 3.396 0.79 -0.84 0.14 0.367
N -3.943 -3.374 3.345 0.17 1.08 1.15 0.602
H -2.828 -5.401 2.735 -0.08 -0.31 0.00 0.225
H -1.453 -5.225 3.828 -0.06 -0.37 -0.13 -0.102
H -4.242 -2.410 3.365 -0.31 -0.37 -0.02 -0.300
H -4.223 -4.037 2.673 -1.34 -0.40 -1.15 -0.460
C -1.620 0.685 5.490 0.03 -0.60 1.86 0.268
O -1.062 1.763 5.474 0.07 0.85 -1.26 -0.664
N -1.695 0.045 6.705 -0.38 -0.46 -0.53 -0.361
N -2.241 0.022 4.444 0.60 1.64 -0.58 1.594
H -1.271 0.499 7.514 -0.38 -0.54 -0.62 0.263
H -2.113 -0.875 6.696 0.24 0.09 0.67 0.139
H -1.869 0.383 3.561 -0.21 -0.44 0.25 -1.061
H -2.245 -0.979 4.484 0.12 -0.93 0.14 -0.030
C 7.324 -1.803 -0.714 -1.79 2.02 0.98 0.326
O 7.757 -2.814 -1.209 1.18 -1.83 -0.96 -0.797
N 6.810 -0.779 -1.468 0.63 -0.65 -0.45 0.686
N 7.158 -1.650 0.628 0.22 -0.33 0.35 -0.111
H 6.348 -0.019 -1.005 0.00 0.32 -0.11 -0.116
H 7.007 -0.824 -2.486 -0.34 0.18 0.73 0.045
H 7.558 -2.344 1.247 -0.13 0.23 -0.37 0.239
H 6.906 -0.753 1.010 0.10 0.27 0.06 0.017
C -4.297 -4.884 0.232 1.21 2.35 -0.28 -0.270
O -4.439 -5.380 1.340 0.15 -0.50 0.36 -0.850
N -4.872 -5.315 -0.896 0.65 1.36 -0.83 -0.185
N -3.498 -3.666 0.084 -1.80 -2.61 0.37 1.801
H -4.877 -4.586 -1.624 -0.08 -0.55 -0.13 0.225
H -5.527 -6.057 -0.907 -0.46 -0.45 0.26 0.277
H -2.966 -3.577 0.940 0.44 0.34 -0.62 -0.478
H -3.123 -3.455 -0.843 0.05 -0.21 0.81 -0.533
C -3.535 1.508 -3.552 0.37 1.74 3.01 -0.474
O -3.280 1.651 -2.312 -1.01 0.18 -1.16 0.911
N -2.807 0.586 -4.187 0.37 0.21 -3.53 -0.036
N -4.425 2.307 -4.196 0.92 -1.06 1.37 -0.186
H -2.005 0.238 -3.693 0.33 -0.15 0.76 -0.635
H -2.559 0.872 -5.159 -0.44 -0.73 0.99 0.273
H -4.880 3.050 -3.662 0.21 0.13 -0.18 0.274
H -4.580 2.152 -5.153 -0.45 0.02 -1.09 0.188
C 7.904 2.907 -1.933 -0.45 0.84 1.24 0.941
O 6.842 2.889 -1.296 0.05 -0.79 -0.72 -0.627
N 8.294 2.089 -2.899 -1.13 -0.25 0.32 -0.134
N 8.832 3.816 -1.598 0.74 1.95 1.04 -0.451
H 7.707 1.363 -3.196 -0.63 -1.12 -0.44 -0.216
H 9.154 2.234 -3.316 1.58 0.00 -0.97 0.148
H 9.663 4.013 -2.099 0.55 -0.34 -0.69 0.143
H 8.567 4.622 -1.045 -0.40 -0.53 0.08 0.272
C 7.940 -2.163 -4.638 -0.33 1.10 0.70 0.185
O 7.440 -1.103 -4.250 0.32 0.54 1.20 -0.485
N 7.722 -2.451 -5.920 1.47 -3.51 -1.27 -0.388
N 8.653 -3.033 -3.891 0.17 -0.74 -0.97 -0.335
H 7.347 -1.707 -6.449 -0.62 0.81 -0.95 0.173
H 8.266 -3.238 -6.357 -1.02 1.58 0.38 0.197
H 8.704 -3.981 -4.263 0.23 0.48 0.50 0.186
H 8.776 -2.889 -2.902 -0.48 -0.01 0.29 0.226
C 0.454 -8.390 -0.811 0.96 2.57 -0.36 0.270
O 0.517 -9.519 -0.486 -0.06 -3.28 0.88 -0.618
N -0.645 -7.575 -0.640 -0.28 0.65 0.67 -0.113
N 1.562 -7.718 -1.396 -0.57 -1.22 0.88 -0.296
H -1.368 -7.953 -0.032 0.34 -0.32 -0.37 0.269
H -0.418 -6.624 -0.324 -0.16 -0.20 -0.69 -0.224
H 2.325 -8.391 -1.627 -1.19 1.10 -0.17 0.263
H 1.154 -7.100 -2.069 0.76 0.57 -0.88 0.251
C -4.421 5.407 -2.049 0.30 0.64 0.96 0.078
O -5.042 4.765 -2.876 -0.59 -0.76 -1.26 -0.820
N -4.828 6.673 -1.702 0.25 -0.61 -0.44 -0.259
N -3.317 4.915 -1.421 -1.00 -0.76 -0.95 2.399
H -5.470 7.097 -2.369 0.30 -0.07 0.79 0.265
H -4.438 7.131 -0.885 -0.19 0.49 -0.21 0.073
H -2.937 5.477 -0.680 0.82 -0.29 0.12 -1.060
H -3.065 3.954 -1.724 -0.10 1.01 0.89 -1.068
C 2.556 6.299 0.512 0.14 0.27 2.48 0.301
O 2.496 7.468 0.158 -0.06 0.44 -0.84 -0.732
N 2.558 6.027 1.862 0.13 -0.54 -0.14 -0.247
N 2.647 5.242 -0.275 -0.02 -0.43 -1.31 0.793
H 2.359 5.126 2.300 0.06 0.70 -0.23 0.082
H 2.615 6.862 2.400 -0.15 0.13 0.66 0.218
H 2.369 5.443 -1.225 -0.01 -0.26 -0.57 -0.476
H 2.654 4.308 0.062 -0.03 -0.50 0.22 -0.291
C 4.051 -3.590 -3.275 0.72 -0.75 -0.92 -0.116
O 2.896 -4.018 -3.215 0.33 0.63 0.25 -0.440
N 4.515 -3.005 -4.458 -0.24 0.05 -0.47 -0.243
N 4.946 -3.742 -2.289 0.16 0.13 0.26 -0.158
H 3.719 -3.000 -5.089 0.53 -0.10 -0.22 0.255
H 5.451 -3.110 -4.920 -1.31 0.10 1.19 0.124
H 4.630 -4.033 -1.387 -0.29 -0.24 0.14 0.220
H 5.833 -3.279 -2.288 0.46 0.28 -0.14 0.060
C -8.238 -2.373 -1.322 -0.37 1.55 0.00 -0.743
O -7.099 -1.875 -2.016 -0.23 -0.50 0.12 -0.477
C -5.998 -1.764 -1.127 0.02 -1.35 -0.13 -0.592
C -4.707 -1.605 -1.903 0.48 -0.49 0.27 0.825
N -4.382 -2.828 -2.688 -0.52 0.34 -0.65 0.051
C -3.062 -2.745 -3.345 1.14 -1.42 1.63 1.615
C -2.882 -3.861 -4.351 -0.14 -0.31 -0.24 -0.668
O -3.921 -3.687 -5.311 0.56 -0.39 -0.40 -0.392
C -3.414 -4.100 -6.557 -0.71 1.86 -1.04 -0.847
H -9.006 -2.531 -2.039 -0.53 -0.32 -0.97 0.436
H -8.696 -1.574 -0.676 0.76 -0.80 0.09 0.249
H -8.077 -3.318 -0.810 0.35 0.07 0.35 0.235
H -6.044 -2.627 -0.444 0.62 -0.14 -0.33 -0.241
H -6.152 -0.961 -0.467 -0.06 1.56 0.82 0.310
H -3.853 -1.389 -1.216 -0.75 -0.17 -0.37 -0.955
H -4.805 -0.738 -2.553 0.00 0.22 -0.20 0.594
H -5.101 -2.897 -3.450 0.92 0.02 0.91 0.463
H -2.167 -2.909 -2.620 -1.61 0.47 -0.57 -1.165
H -2.890 -1.782 -3.802 0.00 0.20 -0.32 -0.331
H -2.976 -4.935 -3.984 0.35 1.36 0.17 0.111
H -1.873 -3.727 -4.835 -0.79 -0.23 0.44 0.257
H -3.129 -5.125 -6.604 0.43 -0.96 0.22 0.329
H -2.575 -3.422 -6.822 -0.08 -0.58 -0.04 0.318
H -4.182 -3.934 -7.325 0.03 -0.09 0.29 0.294
C -1.659 4.821 -4.586 0.80 0.83 0.06 -0.488
O -0.761 5.895 -4.261 -0.01 -0.95 -0.54 -0.549
C -0.523 6.152 -2.885 1.37 -0.77 -1.05 1.400
C 0.639 7.141 -2.776 -1.48 0.79 0.93 -1.916
N 1.988 6.580 -2.728 -0.83 0.88 0.99 0.145
C 2.624 6.271 -3.963 0.79 0.16 -1.10 -1.276
C 3.911 5.549 -3.675 0.07 -0.07 0.36 0.803
O 4.740 6.363 -2.898 0.32 0.00 0.42 -0.472
C 5.889 5.699 -2.384 0.47 1.74 -2.14 -0.608
H -1.736 4.921 -5.659 -0.12 -0.48 -0.31 0.432
H -2.646 4.902 -4.166 -0.58 0.51 0.41 0.103
H -1.311 3.831 -4.276 0.47 -0.04 -0.09 0.101
H -0.160 5.247 -2.374 -0.51 -0.16 0.13 -0.519
H -1.456 6.501 -2.513 -0.47 0.44 1.02 0.217
H 0.428 7.648 -1.812 0.58 -0.26 -0.25 0.422
H 0.413 7.925 -3.519 0.67 -0.15 -0.23 0.416
H 2.573 7.223 -2.156 -0.43 -0.62 -0.53 0.476
H 2.920 7.171 -4.529 -0.40 -0.04 -0.17 0.361
H 2.008 5.620 -4.606 -0.02 0.38 0.29 0.245
H 4.458 5.278 -4.557 0.14 -0.30 -0.97 0.907
H 3.680 4.648 -3.128 -0.12 -0.60 0.32 -1.122
H 5.699 4.831 -1.843 -0.75 -1.47 1.11 0.062
H 6.324 6.469 -1.778 0.61 0.11 0.54 0.362
H 6.622 5.417 -3.198 -0.65 0.33 0.45 0.304
C 2.049 -0.708 5.610 -0.56 0.98 -0.90 -0.529
O 2.240 -2.061 5.309 1.84 0.43 -0.20 -0.443
C 1.152 -2.905 5.404 0.32 -0.60 1.27 1.560
C 0.665 -3.148 6.819 -0.71 -0.78 0.82 -1.190
N 1.635 -3.770 7.740 0.56 0.08 -0.83 -0.327
C 2.106 -5.064 7.217 -0.29 -1.14 0.73 0.021
C 3.175 -5.777 8.119 0.84 2.11 -1.05 -0.818
O 4.201 -4.746 8.361 -1.41 -0.59 -0.72 -0.254
C 5.342 -5.223 8.998 0.51 0.33 -1.18 -0.806
H 3.016 -0.170 5.605 -0.34 -0.55 -0.17 0.336
H 1.615 -0.553 6.593 -0.26 0.00 0.28 0.434
H 1.379 -0.206 4.842 0.53 -0.49 0.76 -0.029
H 1.474 -3.881 5.046 0.13 0.06 -0.36 -0.438
H 0.355 -2.599 4.797 -1.45 0.65 -0.96 -0.539
H -0.140 -3.885 6.682 -0.28 0.44 0.25 0.421
H 0.304 -2.267 7.384 -0.13 -0.25 -0.76 0.233
H 2.395 -3.079 7.718 0.26 -0.81 0.41 0.344
H 2.464 -5.009 6.182 0.59 0.07 0.25 0.117
H 1.236 -5.771 7.106 0.45 0.70 0.42 0.174
H 3.604 -6.635 7.555 -0.11 0.43 0.33 0.344
H 2.854 -6.102 9.098 -0.62 -0.17 0.18 0.477
H 5.136 -5.588 9.977 -0.08 -0.15 1.11 0.304
H 6.083 -4.406 8.984 -0.31 -0.36 0.32 0.220
H 5.741 -6.043 8.411 0.44 -0.40 -0.09 0.320
C -0.772 6.074 0.877 -0.27 0.76 0.79 -0.525
O -1.668 6.761 -0.002 -0.15 0.66 0.50 0.670
C -1.842 8.179 0.281 0.22 -0.51 -1.40 -1.072
C -2.769 8.460 1.402 -0.14 0.64 1.48 -1.046
N -4.080 7.985 1.096 -1.93 -1.36 0.69 -0.337
C -4.366 6.651 1.764 1.15 2.06 0.38 0.521
C -5.797 6.389 1.653 -2.47 -2.38 -0.10 -0.647
O -6.580 7.443 2.203 0.62 0.10 0.36 -0.468
C -7.965 7.304 2.083 -1.10 -0.41 0.67 -0.781
H -1.075 6.096 1.932 -0.54 0.02 -0.08 0.382
H 0.167 6.623 0.909 0.39 -0.49 -0.49 0.422
H -0.743 5.009 0.620 0.27 0.42 -0.36 -0.402
H -2.264 8.619 -0.652 0.11 -0.47 0.52 0.388
H -0.907 8.694 0.424 0.85 -0.16 0.20 0.647
H -2.826 9.556 1.588 0.32 -0.57 -0.21 0.506
H -2.462 7.987 2.367 0.38 0.43 -0.53 0.260
H -4.819 8.614 1.442 0.65 -0.36 -0.24 0.305
H -4.116 6.663 2.855 0.06 0.32 -0.53 0.532
H -3.727 5.890 1.332 -0.26 -0.31 -0.20 -0.654
H -6.031 5.399 2.150 0.18 0.96 0.07 0.141
H -6.133 6.169 0.638 0.20 0.45 -0.41 0.452
H -8.344 7.531 1.096 0.16 -0.14 -0.65 0.317
H -8.497 8.010 2.739 0.65 0.01 0.02 0.291
H -8.363 6.310 2.392 0.57 0.28 -0.27 0.262
C 3.794 1.993 -1.709 -0.75 0.84 -0.76 0.659
O 2.543 2.243 -1.044 1.19 -0.20 -0.14 1.826
C 1.482 2.368 -1.956 0.83 0.18 -0.98 0.030
C 0.270 2.493 -1.148 -0.77 0.84 1.43 0.572
N -0.153 1.277 -0.520 -1.50 -0.31 0.34 1.306
C -1.392 1.420 0.293 -0.12 -0.32 -0.22 0.027
C -1.845 0.043 0.646 -0.32 -1.38 2.81 0.378
O -0.878 -0.619 1.541 -0.02 0.87 -0.60 0.378
C -1.148 -2.007 1.735 0.23 1.00 -0.60 1.266
H 3.715 1.082 -2.327 0.26 -0.19 0.68 0.241
H 4.577 2.014 -0.947 -0.06 -0.21 -0.42 -0.099
H 3.939 2.792 -2.483 0.26 -0.36 0.87 -1.219
H 1.498 1.506 -2.656 -0.41 0.08 0.49 -0.789
H 1.552 3.261 -2.631 0.40 -0.24 0.59 -0.221
H -0.501 2.849 -1.789 -1.07 0.09 -0.61 -0.143
H 0.351 3.286 -0.360 0.46 -0.22 -0.67 -0.803
H 0.548 0.790 0.005 0.56 0.19 0.62 -0.251
H -2.221 1.848 -0.308 0.91 -0.13 0.00 -1.481
H -1.331 2.021 1.216 0.54 0.00 -0.53 0.048
H -1.888 -0.595 -0.199 -0.50 -0.42 -1.14 -0.191
H -2.823 0.021 1.223 0.72 0.29 -0.94 -0.518
H -1.098 -2.558 0.779 0.05 0.10 0.27 -0.741
H -2.140 -2.096 2.175 -0.02 -0.25 0.04 0.286
H -0.377 -2.349 2.421 -0.15 -0.22 0.06 -0.613
```
Positions in Å, forces in eV/Å.

## Properties
Calculated total energy (a.u.): -6707.69868
Frontier orbital gap (eV): 8.5
HOMO energy (hartree): -0.30851